132
Properties=species:S:1:pos:R:3:forces:R:3:lowdin_charge:R:1 method="wB97M-V/def2-TZVPD" total_charge=0 fmax_ev_per_a=3.93 e_lumo_ev=0.2 homo_lumo_gap_ev=9.34 energy_ev=-66303.9453 smiles=C1CCOC1.C1CCOC1.C1CCOC1.C1CCOC1.C1CCOC1.C1CCOC1.COCCOC.COCCOC.COCCOC.CO
C -14.005906 -9.279067 2.574995 -0.61 1.40 -0.72 -0.209
C -14.500904 -10.683853 2.713083 1.91 -1.39 -0.25 -0.141
C -13.247627 -11.221185 3.521680 -1.85 0.95 1.32 -0.176
O -13.182137 -10.208258 4.515011 0.56 0.41 1.42 -0.169
C -13.467206 -8.937556 3.937424 0.98 -0.42 0.26 -0.214
H -14.758614 -8.514574 2.382474 -0.16 -0.22 -0.71 0.113
H -13.225348 -9.260849 1.814406 -0.03 0.29 -0.02 0.116
H -14.523291 -11.276646 1.798646 -0.61 0.40 -0.26 0.106
H -15.441125 -10.691032 3.264477 0.23 -0.59 0.16 0.118
H -12.274454 -11.239111 3.031057 -0.26 -0.22 -0.83 0.117
H -13.396493 -12.139591 4.089564 -0.07 -0.16 -0.33 0.116
H -12.560697 -8.334358 3.887555 0.30 -0.01 -0.15 0.112
H -14.130638 -8.348320 4.570479 -0.41 -0.40 0.10 0.114
C -19.689666 -15.846530 -0.697533 0.11 0.81 0.42 -0.190
C -20.099295 -14.592606 -1.427104 -0.09 -0.02 0.49 -0.191
C -19.021354 -13.616722 -0.923653 -0.62 0.46 0.35 -0.176
O -18.647458 -14.010449 0.442325 -0.57 -1.35 -1.38 -0.131
C -19.404841 -15.202722 0.670549 0.53 -1.78 -0.54 -0.225
H -18.760247 -16.213743 -1.132763 0.09 -0.21 0.07 0.115
H -20.426136 -16.650011 -0.686144 -0.04 0.11 0.14 0.116
H -21.033895 -14.246164 -0.985963 -0.40 -0.15 -0.53 0.109
H -20.162165 -14.815309 -2.492257 -0.01 0.80 -0.09 0.113
H -19.420283 -12.625852 -0.706547 0.16 0.26 -1.01 0.114
H -18.216641 -13.646861 -1.658258 0.56 0.35 0.54 0.112
H -20.367794 -15.003333 1.140730 0.16 0.09 0.48 0.119
H -18.820096 -15.990510 1.145484 0.11 0.64 1.08 0.115
C -25.201478 -11.154991 -4.188722 -0.94 -0.74 0.04 -0.147
C -26.761286 -11.298407 -4.173286 0.02 0.17 -0.07 -0.162
C -27.195415 -10.462705 -2.979114 0.98 -0.71 1.05 -0.208
O -25.997317 -10.273229 -2.220775 0.89 0.73 0.80 -0.159
C -24.974949 -11.160746 -2.679804 -0.30 0.84 -0.55 -0.212
H -24.898870 -10.244147 -4.705332 0.15 0.13 0.41 0.110
H -24.677862 -11.993693 -4.647531 -0.25 -0.06 -0.24 0.104
H -26.992932 -12.345544 -3.978518 -0.21 0.01 -0.37 0.107
H -27.353454 -10.864568 -4.979030 0.51 -0.68 -0.69 0.105
H -27.847394 -10.979093 -2.274580 -0.59 -0.11 -0.41 0.115
H -27.648191 -9.514837 -3.270026 0.27 0.16 0.16 0.114
H -25.085494 -12.144942 -2.224570 -0.32 -0.37 -0.21 0.115
H -23.973539 -10.848773 -2.383219 -0.20 0.62 0.10 0.117
C -20.440228 -14.245548 6.724639 0.91 0.07 0.69 -0.176
C -20.923807 -15.715535 6.693492 -0.28 0.80 -0.13 -0.153
C -22.107980 -15.621949 5.699814 1.33 -0.05 0.10 -0.177
O -21.877248 -14.371993 4.995540 -1.86 -1.02 -0.38 -0.140
C -21.467122 -13.425949 5.938053 1.72 -0.75 0.85 -0.228
H -19.475131 -14.181056 6.222107 -0.03 -0.03 -0.18 0.103
H -20.237490 -13.864200 7.725420 -0.26 -0.03 0.15 0.104
H -21.296284 -16.048785 7.662155 0.26 -0.11 0.01 0.101
H -20.101059 -16.342729 6.350241 -0.28 -0.19 0.05 0.102
H -23.018768 -15.705062 6.292808 -0.43 0.74 -0.26 0.110
H -22.119426 -16.465634 5.009767 0.03 0.39 -0.37 0.114
H -22.212586 -13.049174 6.638353 -0.61 0.04 -0.37 0.117
H -20.926148 -12.618809 5.444118 -0.52 0.14 -0.19 0.122
C -15.475328 -10.510767 -4.431151 -0.53 -0.16 -1.83 -0.183
C -16.313541 -9.311777 -4.083833 -0.86 0.28 1.34 -0.176
C -15.837651 -8.998183 -2.667400 0.02 0.42 -0.04 -0.201
O -14.437879 -9.166713 -2.830212 0.25 0.67 0.87 -0.146
C -14.221882 -10.323956 -3.590895 0.30 0.14 -1.16 -0.211
H -15.324469 -10.358817 -5.499913 0.81 -0.36 -0.16 0.104
H -15.978014 -11.477929 -4.435158 -0.11 0.04 0.84 0.108
H -17.380419 -9.451958 -4.257651 -0.02 0.02 0.25 0.112
H -15.992354 -8.409687 -4.604587 -0.04 -0.24 -0.53 0.116
H -16.147310 -9.623118 -1.829744 -0.57 -0.27 -0.17 0.120
H -16.044189 -7.955233 -2.427176 0.18 -0.03 0.25 0.119
H -13.940959 -11.174985 -2.970468 -0.02 -0.10 -0.03 0.119
H -13.449016 -10.053624 -4.310402 0.59 -0.40 0.40 0.119
C -21.133662 -5.888624 -4.769486 0.56 -1.49 0.00 -0.163
C -20.418403 -4.914184 -3.853046 -1.03 -0.59 1.52 -0.176
C -19.419811 -4.258436 -4.708458 1.60 1.48 -0.23 -0.244
O -19.763956 -4.548186 -6.038946 0.96 0.20 -0.43 -0.108
C -20.286764 -5.848435 -6.013272 -2.20 0.94 -2.10 -0.238
H -22.168744 -5.558511 -4.857371 0.11 -0.42 -0.54 0.114
H -21.033890 -6.956280 -4.573877 -0.77 0.01 1.24 0.109
H -19.962533 -5.377646 -2.978125 -0.17 0.07 0.09 0.117
H -21.168228 -4.182791 -3.551523 0.18 -0.03 0.44 0.112
H -18.387507 -4.541393 -4.502577 0.17 -0.55 0.03 0.119
H -19.408745 -3.182719 -4.532875 -0.17 0.18 -0.44 0.122
H -19.637878 -6.706269 -6.189826 0.88 0.27 0.70 0.118
H -20.938923 -5.884830 -6.885885 -0.11 -0.11 -0.26 0.119
C -20.237246 -7.917226 1.306166 -1.33 -0.03 -1.10 -0.181
O -19.000609 -7.264449 1.053689 -0.56 -0.57 0.63 -0.102
H -20.352447 -8.712774 2.042320 1.07 -0.03 0.38 0.073
H -21.071614 -7.249201 1.519881 0.20 0.64 0.25 0.069
H -20.580105 -8.366782 0.374267 0.41 -0.13 -0.21 0.072
H -18.789668 -6.759611 1.842507 0.25 0.15 0.05 0.066
C -25.972128 -4.100385 6.886556 1.00 -0.26 -2.34 -0.053
O -25.849753 -3.098462 5.803479 0.98 -0.67 1.62 -0.196
C -25.611089 -3.567331 4.492641 -1.53 0.31 -1.07 -0.207
C -26.955804 -3.802640 3.789660 -1.50 0.57 0.75 -0.261
O -27.229097 -5.013547 3.206770 1.13 -2.70 -2.63 -0.192
C -26.613398 -5.229808 1.885243 -0.52 0.44 0.83 -0.061
H -26.752997 -4.787361 6.560366 -0.82 0.34 0.97 0.083
H -25.913760 -3.646008 7.875608 -1.03 0.33 -0.39 0.087
H -25.128882 -4.790469 6.914950 0.68 0.18 -0.41 0.072
H -25.028746 -4.467327 4.295216 0.50 -0.09 0.83 0.124
H -25.225170 -2.737013 3.901244 0.83 0.08 0.59 0.118
H -27.199705 -2.995933 3.098401 0.19 0.29 -0.26 0.118
H -27.768960 -3.803080 4.515518 0.24 0.66 0.57 0.128
H -26.789595 -6.216204 1.456197 -0.42 -0.21 0.76 0.080
H -25.528347 -5.127555 1.902542 0.07 0.35 0.17 0.079
H -27.070987 -4.539038 1.177044 0.20 0.36 -0.01 0.081
C -25.666931 -10.499466 4.259354 -0.16 -0.88 -1.82 -0.145
O -26.174144 -10.504105 5.517350 0.14 1.41 2.56 -0.198
C -26.873729 -11.611431 6.036391 -0.08 1.05 1.32 -0.165
C -27.536203 -11.125061 7.375216 1.21 -0.38 0.45 -0.134
O -26.609500 -11.135063 8.540601 -0.91 0.06 -3.09 -0.171
C -27.235591 -10.639795 9.653495 0.04 0.28 1.77 -0.182
H -24.875089 -11.216277 4.041942 0.01 -0.73 0.31 0.082
H -25.175784 -9.570900 3.968412 -0.58 0.46 0.50 0.089
H -26.527546 -10.711989 3.625112 0.24 0.09 -0.98 0.088
H -26.135006 -12.399414 6.182925 -0.49 -0.56 0.03 0.128
H -27.732470 -11.843609 5.406504 0.13 -0.55 -0.42 0.120
H -28.424913 -11.658793 7.712003 0.09 -0.85 -0.36 0.110
H -27.968218 -10.154754 7.130330 0.60 0.63 0.31 0.119
H -28.167802 -11.137099 9.921373 -0.28 -0.36 -0.22 0.082
H -27.455830 -9.572326 9.664048 0.06 0.32 -0.50 0.086
H -26.550999 -10.809029 10.484634 0.01 0.00 0.11 0.089
C -17.060734 -5.183120 4.976765 0.29 0.67 2.62 -0.164
O -16.826577 -4.721807 3.718512 0.25 1.20 -3.12 -0.171
C -16.353769 -3.339417 3.563924 -0.36 -0.81 2.84 -0.152
C -14.930453 -3.248502 3.184130 0.83 -0.23 -1.60 -0.240
O -13.998170 -3.776834 4.078708 -2.57 -0.46 1.91 -0.163
C -12.762194 -3.792282 3.547872 2.08 -0.38 -0.21 -0.159
H -16.231036 -4.888449 5.619327 0.27 -0.17 0.32 0.085
H -17.178939 -6.258104 5.112940 0.15 -0.12 -0.93 0.089
H -17.933557 -4.742403 5.458480 -0.46 0.23 -0.14 0.083
H -16.370814 -2.870490 4.547760 -0.44 -0.02 0.44 0.122
H -16.974201 -2.678896 2.958223 -0.18 -0.68 -0.48 0.130
H -14.633967 -2.209535 3.040086 -0.39 0.43 -0.34 0.132
H -14.824096 -3.772606 2.234336 0.22 -0.03 -0.44 0.130
H -12.424652 -2.783282 3.311061 0.14 0.17 -0.54 0.092
H -12.728075 -4.481110 2.703808 0.25 0.21 -0.52 0.095
H -12.049358 -4.172678 4.279497 -0.13 -0.07 0.18 0.094